# C8H12AuCl5N2O9P3

A molecular structure, C8H12AuCl5N2O9P3 (the ωB97M-V functional and the def2-TZVPD basis, OMol25).

Geometry (Å):
1 Au -0.437094 -0.580583 -0.886528
2 O 3.228564 -1.264971 -1.678041
3 P 2.643390 -0.444537 -0.475680
4 O 3.565261 0.535531 0.140980
5 O 1.376058 0.265031 -1.063295
6 O 2.188774 -1.484383 0.633227
7 P 1.373592 -2.870246 0.282884
8 O 0.455150 -3.011151 1.570617
9 O 2.275545 -3.984227 0.029623
10 O 0.437048 -2.397750 -0.845680
11 H 3.958782 -1.862520 -1.464123
12 H 0.831956 -3.627724 2.211139
13 N -2.274240 1.329667 3.190531
14 C -1.412920 2.398162 2.573650
15 P 0.157760 1.452060 2.290143
16 O 0.809220 1.280242 3.616824
17 O -0.358121 0.278383 1.509005
18 C 1.264862 2.569727 1.326501
19 N 2.645470 2.351751 1.837059
20 H -1.920978 1.098682 4.123483
21 H -2.154917 0.482798 2.607778
22 H -3.260447 1.581413 3.252820
23 H -1.312143 3.219987 3.278280
24 H -1.896755 2.727968 1.654617
25 H 0.974632 3.605591 1.498615
26 H 1.247864 2.348171 0.259888
27 H 3.114012 1.629953 1.209697
28 H 2.574298 1.988636 2.802083
29 H 3.203645 3.201553 1.830631
30 Cl 0.146748 2.770352 -2.267598
31 C -1.350317 2.334143 -1.561013
32 C -1.551204 1.068213 -1.040514
33 C -2.775301 0.748751 -0.509204
34 Cl -2.871603 -0.924425 0.020909
35 C -3.831089 1.633808 -0.421646
36 Cl -5.304487 1.149426 0.310987
37 C -3.631664 2.920181 -0.926768
38 Cl -4.902627 4.061602 -0.845877
39 C -2.400543 3.265294 -1.500113
40 Cl -2.172221 4.842989 -2.116327

Force components x, y, z for each atom (eV/Å):
-0.12 -0.19 0.11
0.02 0.06 -0.02
0.02 -0.05 0.22
-0.07 0.25 0.01
-0.30 -0.07 -0.15
0.11 0.04 -0.08
-0.02 -0.02 -0.01
0.01 0.02 0.02
0.03 0.03 0.01
-0.28 -0.12 0.09
-0.02 -0.03 0.00
-0.01 -0.04 -0.02
-0.09 -0.02 -0.01
0.06 0.05 0.06
0.06 -0.11 0.08
0.06 0.14 -0.08
-0.02 0.15 0.27
-0.18 -0.06 -0.10
0.05 -0.03 0.11
0.00 -0.01 0.00
0.04 0.01 -0.01
0.01 0.00 0.02
-0.04 0.00 0.00
0.02 -0.02 -0.02
-0.02 0.01 -0.02
-0.02 0.05 0.03
0.14 -0.24 -0.02
0.02 0.00 -0.05
0.00 0.00 0.00
0.02 0.03 -0.08
-0.14 0.04 0.14
0.26 0.08 -0.17
-0.13 0.19 -0.06
0.49 -0.10 -0.38
-0.03 -0.07 0.09
0.02 0.01 0.00
0.05 0.02 -0.04
0.00 0.00 0.02
0.00 -0.03 0.05
0.00 0.01 -0.02

Gap between HOMO and LUMO: 7.102 eV
Total charge: +1
HOMO level: -0.46785 Ha